No. 1
{
  "formula": "C37H38N4O12",
  "method": "ωB97M-V/def2-TZVPD",
  "e_above_lowest_kcal_mol": 200.1,
  "largest_force_ev_per_a": 8.33,
  "gap_ev": 8.02,
  "symbols": ["C", "C", "C", "O", "C", "C", "C", "O", "C", "C", "C", "O", "C", "C", "C", "C", "O", "H", "H", "H", "H", "H", "H", "H", "H", "H", "H", "H", "H", "H", "H", "H", "H", "H", "H", "O", "N", "O", "C", "C", "C", "C", "C", "C", "H", "H", "H", "H", "H", "O", "N", "O", "C", "C", "C", "C", "C", "C", "H", "H", "H", "H", "H", "O", "N", "O", "C", "C", "C", "C", "C", "C", "H", "H", "H", "H", "H", "O", "N", "O", "C", "C", "C", "C", "C", "C", "H", "H", "H", "H", "H"],
  "xyz": [[-3.080677, 4.692764, -2.722788], [-2.992164, 3.332917, -3.682732], [-3.189525, 1.930811, -2.856670], [-2.621726, 1.928891, -1.493344], [-1.229228, 1.445060, -1.558111], [-0.153494, 2.385476, -2.071149], [1.385139, 1.736620, -2.158617], [2.135777, 1.967462, -3.238081], [1.816294, 0.795363, -0.867267], [3.275082, 0.817767, -0.120061], [4.228069, 2.097272, -0.496193], [4.260725, 3.168682, 0.511342], [2.936523, 3.771006, 0.734007], [2.547066, 3.431644, 2.325061], [0.738754, -0.134844, -0.339312], [-0.751765, -0.090302, -1.097263], [-1.477681, -1.182033, -1.351563], [-3.856448, 5.412869, -3.222538], [-2.024094, 5.247200, -2.761498], [-3.309790, 4.452035, -1.598944], [-3.667199, 3.423818, -4.656532], [-1.871058, 3.328312, -4.091440], [-4.334386, 1.681275, -2.848835], [-2.593046, 1.098897, -3.470215], [-0.423482, 3.480843, -2.382311], [3.047890, 0.905362, 1.048129], [3.858061, -0.213194, -0.246147], [5.340526, 1.675663, -0.568640], [4.007396, 2.596590, -1.531645], [2.105681, 3.439334, -0.020388], [2.988633, 4.959976, 0.669129], [1.565050, 2.797255, 2.427736], [2.455283, 4.425999, 2.943208], [3.448624, 2.804501, 2.784522], [0.890500, -0.871468, 0.560009], [-1.053996, -6.821966, -3.501879], [-2.193873, -7.106317, -3.104981], [-2.719168, -8.222765, -3.221812], [-2.976225, -6.046825, -2.457002], [-2.435594, -4.759121, -2.337404], [-3.194002, -3.749389, -1.741876], [-4.477115, -4.025752, -1.267128], [-5.008955, -5.311612, -1.378097], [-4.261105, -6.328912, -1.974328], [-1.437326, -4.527631, -2.702408], [-2.785824, -2.745108, -1.650424], [-5.066844, -3.233803, -0.808613], [-6.008558, -5.519837, -1.003024], [-4.691034, -7.325009, -2.056175], [2.454145, -0.432356, 2.485968], [2.440563, -1.049204, 3.561615], [2.273446, -0.521793, 4.670646], [2.641066, -2.502625, 3.518742], [2.871109, -3.135626, 2.289449], [3.085260, -4.514946, 2.257669], [3.064971, -5.253551, 3.441811], [2.825220, -4.622124, 4.663458], [2.612517, -3.242840, 4.708167], [2.890130, -2.574190, 1.357901], [3.271287, -5.014449, 1.309278], [3.238082, -6.327974, 3.412626], [2.808028, -5.205082, 5.581668], [2.430196, -2.765135, 5.668534], [-6.515416, 6.274785, -0.776310], [-6.619869, 5.739433, -1.889949], [-5.965321, 6.067238, -2.890025], [-7.588479, 4.646133, -2.034723], [-8.376847, 4.267631, -0.939285], [-9.313563, 3.243261, -1.089692], [-9.456889, 2.601536, -2.320864], [-8.663106, 2.973426, -3.407238], [-7.724901, 3.998385, -3.269743], [-8.277333, 4.757903, 0.026678], [-9.934824, 2.946774, -0.247264], [-10.192563, 1.807182, -2.434824], [-8.778672, 2.466519, -4.362714], [-7.116120, 4.278676, -4.126812], [9.806448, -3.394873, 4.033878], [8.650280, -3.077892, 4.350896], [7.934379, -3.723712, 5.129640], [8.089644, -1.857053, 3.759529], [8.850594, -1.116179, 2.844744], [8.302863, 0.030865, 2.267097], [7.010089, 0.434888, 2.604205], [6.258438, -0.299004, 3.523458], [6.794434, -1.449445, 4.105578], [9.859414, -1.417813, 2.571519], [8.883014, 0.608917, 1.550973], [6.585191, 1.326823, 2.146914], [5.252739, 0.023962, 3.783280], [6.194671, -2.012246, 4.817817]],
  "atomic_forces_ev_per_a": [[0.47, 0.10, -0.91], [1.73, 0.52, 0.33], [-0.12, -0.33, -2.39], [2.72, -1.57, -1.43], [2.80, 3.14, -1.32], [-2.16, -3.83, 1.93], [1.62, 1.09, -3.73], [-4.25, -1.40, 6.80], [-3.09, -2.70, 1.48], [-0.42, 0.42, 0.59], [1.20, -0.38, -0.78], [-1.77, -0.80, -1.29], [-0.49, 0.91, 1.69], [0.31, -0.19, -0.14], [1.59, 3.04, -2.53], [-2.03, -3.40, -0.79], [4.40, 6.85, 1.76], [1.50, -1.35, 1.42], [-2.32, -1.20, 0.16], [0.23, 0.46, -2.30], [1.18, -0.45, 2.36], [-2.46, -0.14, 0.70], [2.27, 0.32, 0.54], [-1.66, 1.64, 1.24], [0.77, -2.43, 0.47], [0.45, -0.14, -2.78], [-1.36, 2.31, -0.06], [-2.38, 1.08, 0.31], [0.11, -1.24, 1.82], [1.68, 0.30, 1.36], [0.25, -2.61, -0.14], [1.89, 1.28, -0.20], [0.05, -2.00, -1.23], [-2.01, 1.37, -1.06], [-0.26, 1.56, -2.07], [-1.66, -0.46, 0.58], [0.73, -0.96, -0.60], [0.79, 1.57, 0.16], [-0.52, 0.75, 0.42], [-0.10, -0.11, 0.00], [-0.16, -0.23, -0.03], [0.08, -0.19, -0.09], [0.37, 0.07, -0.14], [0.02, 0.02, -0.02], [-0.24, -0.24, 0.02], [-0.10, -0.39, -0.06], [0.13, -0.15, -0.09], [0.22, -0.03, -0.10], [0.30, 0.20, -0.09], [-0.13, -0.85, 1.53], [-0.25, 1.04, 0.56], [0.31, -0.71, -1.82], [0.16, -0.94, -0.07], [0.00, -0.01, 0.08], [-0.07, 0.21, 0.31], [-0.02, 0.14, 0.01], [0.01, 0.25, -0.34], [0.02, 0.00, -0.01], [-0.01, 0.03, 0.32], [-0.05, 0.16, 0.19], [-0.04, 0.24, 0.00], [0.00, 0.18, -0.18], [0.04, 0.07, -0.35], [-0.12, -0.81, -1.71], [0.88, 1.06, 0.27], [-1.08, -0.39, 1.42], [-0.67, -0.75, -0.09], [0.03, 0.01, -0.08], [0.24, 0.12, -0.32], [0.09, 0.09, 0.01], [0.05, 0.19, 0.37], [-0.01, 0.01, 0.07], [0.13, 0.01, -0.34], [0.17, 0.10, -0.16], [0.16, 0.16, 0.02], [0.07, 0.14, 0.19], [-0.07, 0.09, 0.34], [-1.74, 0.46, 0.49], [0.60, -1.16, 0.54], [1.03, 0.91, -1.11], [-0.38, 0.83, -0.44], [-0.07, -0.03, 0.04], [-0.22, -0.24, 0.28], [0.03, -0.08, 0.02], [0.37, -0.17, -0.11], [0.04, -0.01, -0.05], [-0.28, -0.11, 0.21], [-0.09, -0.16, 0.17], [0.06, -0.15, 0.10], [0.19, -0.07, 0.00], [0.32, -0.01, -0.16]]
}

No. 2
{
  "formula": "C4H5FN2O",
  "method": "ωB97M-V/def2-TZVPD",
  "e_above_lowest_kcal_mol": 102.2,
  "largest_force_ev_per_a": 5.01,
  "gap_ev": 9.26,
  "symbols": ["C", "C", "C", "C", "H", "H", "H", "H", "H", "N", "N", "O", "F"],
  "xyz": [[-0.504694, 2.084062, -1.931298], [-0.142794, 0.056524, -0.646400], [-0.372437, -1.216009, -0.098437], [0.154207, -1.023761, 1.165506], [-0.078665, 2.420861, -3.125177], [0.198178, 2.651201, -0.856184], [-1.741349, 2.386443, -1.713244], [-0.831992, 0.123277, -2.684880], [-1.058104, -2.096440, -0.409083], [-0.287210, 0.662135, -1.913649], [0.658209, 0.214527, 1.422486], [0.534394, 0.862573, 0.249443], [0.203788, -1.991938, 2.143881]],
  "atomic_forces_ev_per_a": [[0.01, 3.19, 0.18], [0.42, 0.25, -0.96], [-1.53, 0.22, -1.43], [1.57, 1.29, 2.94], [-1.50, -0.34, 4.00], [-2.26, -1.70, -4.13], [3.63, -0.64, -0.88], [1.37, 1.12, 2.31], [1.65, 1.91, 0.29], [-1.14, -2.04, 0.05], [-0.48, -3.84, 0.98], [-1.57, -1.04, -1.97], [-0.17, 1.64, -1.41]]
}